Here is a gas-phase ion, C5H11N2O (charge +1) at a distorted geometry from OMol25. Energies are from ωB97M-V/def2-TZVPD.

```
19
Properties=species:S:1:pos:R:3:forces:R:3:lowdin_charge:R:1
C -1.5134 -1.4756 -2.2217 -0.79 0.64 0.30 -0.0424
C -0.7223 -0.5754 -1.3125 2.37 -1.87 5.96 -0.2453
N -0.3046 0.6803 -1.9520 0.47 1.62 -2.37 0.1470
C -0.1135 -0.8429 0.0224 -4.76 -1.35 -5.47 0.0410
C 0.3957 0.1439 0.9022 -0.40 1.34 -0.23 -0.2169
N 0.5749 -0.2388 2.0785 1.10 -0.50 1.19 0.0889
C 1.1807 0.6064 3.0810 -0.32 -1.00 -0.29 -0.2684
O 1.4792 1.8592 2.6013 -5.64 -0.12 -0.31 0.0225
H -2.5827 -1.2499 -2.4179 0.48 0.52 0.66 0.1127
H -1.0825 -1.4222 -3.1695 0.89 0.28 -2.00 0.0568
H -1.5199 -2.5306 -2.0799 0.37 -0.74 1.14 0.0884
H -0.2953 1.6009 -1.3503 0.54 -2.38 -1.13 0.2072
H -1.0395 0.8887 -2.6952 1.12 -0.15 0.89 0.1826
H 0.6407 0.4778 -2.5420 -2.43 1.14 1.85 0.2490
H -0.3963 -1.8309 0.5130 0.60 1.33 -0.92 0.1496
H 0.3780 1.2023 0.5864 0.74 -0.24 0.22 0.1191
H 2.0764 0.0790 3.3606 0.52 -0.36 0.21 0.1311
H 0.5178 0.5224 3.9570 0.06 0.76 -0.19 0.1411
H 2.3266 2.1052 2.6385 5.08 1.08 0.51 0.0361
```
Positions in Å, forces in eV/Å.

Results
net charge: +1
orbital gap: 8.77 eV
DFT total energy: -10381.266 eV
strongest force on any atom: 0.143 hartree/bohr
E_HOMO: -0.4788 Eh
energy above the lowest of the compared OMol25 structures with the same formula, charge and spin: 418.68 kJ/mol
LUMO energy: -4.3 eV